No. 1
ORCA calculation (ωB97M-V/def2-TZVPD) on a structure of composition C14H16N3NiO4 in a non-equilibrium geometry.

Summary:
Highest occupied orbital energy (spin up / spin down): -12.012 / -12.030 eV

The geometry in ORCA input format:
```
! RIJCOSX wB97M-V def2-TZVPD def2/J DEFGRID3
* xyz 1 1
Ni -1.983 0.597 0.403
N -3.123 2.297 0.998
C -4.546 1.931 1.118
C -4.778 0.397 0.793
O -5.911 -0.001 0.868
O -3.694 -0.218 0.489
H -2.757 2.637 1.878
H -2.986 3.011 0.294
H -5.172 2.468 0.411
H -4.927 2.069 2.126
O 2.724 -4.201 -0.860
C 1.403 -4.425 -1.299
C 0.558 -3.252 -0.898
C -0.815 -3.382 -0.737
C -1.556 -2.273 -0.375
N -0.993 -1.085 -0.179
C 0.332 -0.936 -0.338
C 1.135 -2.002 -0.693
C 0.826 0.435 -0.101
C 2.145 0.818 -0.252
C 2.516 2.136 -0.004
C 3.958 2.554 -0.165
O 4.852 1.604 0.368
C 1.530 3.034 0.385
C 0.231 2.583 0.509
N -0.117 1.318 0.278
H 3.254 -4.983 -1.035
H 0.974 -5.338 -0.876
H 1.359 -4.512 -2.393
H -1.305 -4.334 -0.886
H -2.628 -2.327 -0.224
H 2.205 -1.901 -0.801
H 2.903 0.109 -0.555
H 4.108 3.552 0.257
H 4.178 2.610 -1.233
H 4.886 1.685 1.326
H 1.768 4.069 0.588
H -0.556 3.259 0.817
*
```

No. 2
ORCA calculation (ωB97M-V/def2-TZVPD) on the molecule C14H16N4O2S2 in a non-equilibrium geometry.

Summary:
SMILES: Cc1nc(N)sc1S(=O)(=O)n1cc(CCN)c2ccccc21
Highest occupied orbital energy: -8.215 eV
Relative energy (zero: lowest compared OMol25 entry of this formula, charge and spin): 108.9 kcal/mol

The geometry in ORCA input format:
```
! RIJCOSX wB97M-V def2-TZVPD def2/J DEFGRID3
* xyz 0 1
O -0.599 3.490 0.046
O -0.482 2.356 -2.206
N 4.014 2.810 -1.178
S 2.193 4.473 -0.516
C 3.910 4.043 -0.778
C -0.999 -0.069 -0.321
C 2.817 2.071 -1.357
C -1.067 -1.084 0.590
C 1.717 2.909 -0.983
C 1.175 -0.754 3.747
C 1.739 0.507 3.425
C 0.172 -1.238 2.969
C 1.400 1.099 2.132
C -0.237 -0.568 1.730
C 0.403 0.586 1.316
N 5.067 4.735 -0.904
N -4.103 -1.831 1.665
N -0.069 0.867 0.087
C 2.676 0.792 -2.078
C -1.904 -2.296 0.433
C -2.781 -2.536 1.773
S 0.005 2.444 -0.818
H -1.534 -0.068 -1.257
H 1.406 -1.220 4.713
H 2.477 1.073 4.060
H -0.129 -2.309 3.044
H 1.849 1.982 1.859
H 5.584 4.298 -1.648
H 4.975 5.771 -0.924
H -4.456 -1.701 2.621
H -3.933 -0.874 1.200
H 3.097 0.849 -3.145
H 3.244 -0.006 -1.538
H 1.612 0.516 -2.137
H -2.572 -2.186 -0.478
H -1.357 -3.187 0.195
H -2.903 -3.593 2.094
H -2.296 -2.042 2.674
*
```

No. 3
ORCA calculation (ωB97M-V/def2-TZVPD) on a cluster of 2 separate species, C14H16O in total in a non-equilibrium geometry.

Summary:
SMILES: Cc1ccc(O)cc1.Cc1ccccc1
Highest occupied orbital energy: -8.560 eV
Relative energy (zero: lowest compared OMol25 entry of this formula, charge and spin): 41.2 kcal/mol

The geometry in ORCA input format:
```
! RIJCOSX wB97M-V def2-TZVPD def2/J DEFGRID3
* xyz 0 1
C 1.341 -1.042 -2.424
C 2.937 -0.999 1.037
C 2.696 0.331 1.314
C 2.316 -1.460 -0.139
C 1.801 -0.558 -1.124
C 2.060 1.274 0.510
C 1.779 0.769 -0.766
H 3.490 -1.759 1.553
H 3.038 0.854 2.219
H 1.981 -2.449 -0.459
H 1.816 2.309 0.675
H 1.772 -2.047 -2.577
H 1.572 -0.484 -3.351
H 1.316 1.447 -1.485
H 0.259 -1.140 -2.592
C -2.990 2.435 0.132
C -1.063 -0.347 1.835
C -1.710 0.889 1.616
C -1.188 -1.262 0.816
C -2.269 1.145 0.357
C -1.817 -1.079 -0.417
C -2.200 0.218 -0.729
O -0.727 -2.535 1.090
H -0.497 -0.623 2.713
H -1.925 1.632 2.367
H 0.102 -2.685 0.632
H -1.826 -1.877 -1.150
H -4.071 2.413 0.084
H -2.779 2.917 -0.844
H -2.679 0.502 -1.653
H -2.536 3.210 0.759
*
```

No. 4
ORCA calculation (ωB97M-V/def2-TZVPD) on a cluster of 2 separate species, C14H16O in total in a non-equilibrium geometry.

Summary:
SMILES: Cc1ccc(O)cc1.Cc1ccccc1
Highest occupied orbital energy: -8.410 eV
Relative energy (zero: lowest compared OMol25 entry of this formula, charge and spin): 13.4 kcal/mol

The geometry in ORCA input format:
```
! RIJCOSX wB97M-V def2-TZVPD def2/J DEFGRID3
* xyz 0 1
C -4.269 -3.231 0.153
C -0.615 -2.451 -0.541
C -1.927 -2.876 -0.695
C -0.276 -1.650 0.543
C -2.869 -2.642 0.303
C -1.194 -1.494 1.579
C -2.487 -1.992 1.464
H 0.188 -2.746 -1.197
H -2.147 -3.507 -1.548
H 0.724 -1.311 0.769
H -0.856 -1.008 2.483
H -4.612 -3.009 -0.863
H -4.975 -2.931 0.917
H -3.162 -1.918 2.312
H -4.092 -4.304 0.118
C 2.395 3.902 -2.253
C 2.963 0.998 0.192
C 1.871 1.135 1.030
C 3.007 1.796 -0.948
C 2.142 2.843 -1.213
C 0.915 2.100 0.754
C 1.080 2.982 -0.310
O 1.773 0.382 2.162
H 3.771 0.304 0.371
H 3.862 1.685 -1.601
H 0.010 2.272 1.337
H 0.875 0.250 2.483
H 3.045 4.679 -1.836
H 1.478 4.415 -2.549
H 0.439 3.864 -0.326
H 2.943 3.466 -3.087
*
```

No. 5
ORCA calculation (ωB97M-V/def2-TZVPD) on a cluster of 2 separate species, C14H16O in total in a non-equilibrium geometry.

Summary:
SMILES: Cc1ccc(O)cc1.Cc1ccccc1
Highest occupied orbital energy: -8.517 eV
Relative energy (zero: lowest compared OMol25 entry of this formula, charge and spin): 6.3 kcal/mol

The geometry in ORCA input format:
```
! RIJCOSX wB97M-V def2-TZVPD def2/J DEFGRID3
* xyz 0 1
C 3.159 0.522 3.099
C 3.954 1.444 -0.506
C 4.076 1.238 0.864
C 2.849 0.954 -1.178
C 3.102 0.581 1.605
C 1.921 0.180 -0.484
C 2.052 0.014 0.882
O 2.666 1.302 -2.498
H 4.732 1.953 -1.057
H 4.965 1.647 1.329
H 2.302 0.548 -2.970
H 1.082 -0.265 -1.011
H 2.690 -0.373 3.512
H 2.622 1.361 3.541
H 1.291 -0.548 1.407
H 4.187 0.568 3.451
C -2.178 1.169 -1.196
C -3.128 -2.504 -1.168
C -4.023 -2.572 -0.098
C -2.593 -1.284 -1.531
C -2.899 -0.096 -0.860
C -4.388 -1.401 0.536
C -3.795 -0.189 0.205
H -2.895 -3.388 -1.743
H -4.430 -3.532 0.181
H -1.922 -1.209 -2.378
H -5.171 -1.400 1.282
H -1.231 0.984 -1.694
H -2.071 1.826 -0.335
H -4.133 0.712 0.707
H -2.790 1.760 -1.893
*
```

No. 6
ORCA calculation (ωB97M-V/def2-TZVPD) on a cluster of 2 separate species, C14H16O in total in a non-equilibrium geometry.

Summary:
SMILES: Cc1ccc(O)cc1.Cc1ccccc1
Highest occupied orbital energy: -8.526 eV
Relative energy (zero: lowest compared OMol25 entry of this formula, charge and spin): 10.2 kcal/mol

The geometry in ORCA input format:
```
! RIJCOSX wB97M-V def2-TZVPD def2/J DEFGRID3
* xyz 0 1
C 2.605 -1.464 3.532
C -0.078 -0.658 0.954
C -1.243 -0.942 1.646
C 1.140 -0.953 1.572
C 1.252 -1.355 2.895
C -1.176 -1.443 2.937
C 0.046 -1.566 3.571
H -0.119 -0.088 0.038
H -2.198 -0.635 1.222
H 2.040 -1.014 0.951
H -2.082 -1.493 3.534
H 2.845 -2.529 3.658
H 2.590 -1.074 4.555
H 0.010 -1.897 4.603
H 3.386 -0.956 2.978
C -1.973 3.147 -2.231
C 0.558 -0.287 -2.594
C -0.720 -0.345 -3.102
C 1.024 0.872 -1.989
C -1.569 0.753 -2.939
C 0.186 1.957 -1.840
C -1.121 1.901 -2.323
O 1.382 -1.386 -2.533
H -1.123 -1.214 -3.607
H 0.871 -2.196 -2.576
H 2.014 0.858 -1.534
H -2.551 0.701 -3.386
H 0.536 2.892 -1.415
H -1.954 3.492 -1.201
H -3.000 2.969 -2.529
H -1.580 3.953 -2.847
*
```